[1]
C47H94O14 | ωB97M-V/def2-TZVPD

Output
SMILES string: COC(=O)OC.C1CCOC1.C1CCOC1.C1CCOC1.C1CCOC1.C1CCOC1.C1CCOC1.C1CCOC1.C1CCOC1.C1CCOC1.C1CCOC1.C1CCOC1
energy relative to the best compared isomer or geometry (same formula, charge and spin): 0.0000 eV
E_HOMO: -9.159 eV
gap between HOMO and LUMO: 9.7991 eV
LUMO level: 0.640 eV

```
! wB97M-V def2-TZVPD RIJCOSX def2/J DEFGRID3
* xyz 0 1
C 1.1450 0.9921 -1.3265
O -0.0183 0.4927 -0.5646
C 0.3227 -0.1689 0.5362
O 1.4545 -0.4145 0.9490
O -0.7817 -0.5458 1.1647
C -0.5320 -1.1616 2.3972
H 1.4267 0.2567 -2.0549
H 1.9514 1.2492 -0.6224
H 0.7844 1.9010 -1.8084
H -0.3294 -0.4239 3.1768
H 0.2407 -1.9347 2.3685
H -1.4914 -1.6284 2.6393
C 4.1626 5.6915 -0.4063
C 3.0111 5.8833 -1.3913
C 3.1509 4.6980 -2.4046
O 3.8459 3.6865 -1.6762
C 4.7093 4.2404 -0.6657
H 3.8847 5.8336 0.6520
H 4.9490 6.4308 -0.6852
H 3.0117 6.8413 -1.8711
H 2.0136 5.8833 -0.8964
H 3.7659 5.0379 -3.2214
H 2.1594 4.3193 -2.7096
H 5.7968 4.3107 -0.8989
H 4.5244 3.5349 0.2004
C 0.4276 -5.7874 -1.2109
C 1.1782 -4.6151 -0.5707
C 2.6785 -4.9771 -0.8264
O 2.6457 -5.6748 -2.0556
C 1.4848 -6.4122 -2.1240
H -0.4770 -5.5462 -1.7194
H 0.2477 -6.3896 -0.3207
H 0.9313 -4.4384 0.4746
H 0.9803 -3.6597 -1.1202
H 3.0017 -5.6410 -0.0380
H 3.4153 -4.1950 -0.8950
H 1.7910 -7.4350 -1.8420
H 1.2078 -6.4430 -3.1534
C 1.0277 1.4931 -6.6212
C 1.2397 2.9890 -6.7873
C 1.6743 3.4360 -5.4526
O 1.3019 2.3906 -4.5206
C 0.5023 1.4158 -5.1983
H 1.9959 1.0278 -6.6998
H 0.3231 1.1172 -7.4235
H 0.3368 3.5077 -7.1012
H 1.8910 3.1521 -7.6553
H 1.2107 4.3749 -5.1497
H 2.7668 3.4972 -5.4894
H -0.5339 1.6497 -5.1330
H 0.7068 0.4236 -4.8033
C 5.1036 0.0207 -3.0630
C 4.2342 -1.0989 -2.4448
C 3.4320 -1.6357 -3.6593
O 3.1066 -0.4493 -4.4115
C 3.9980 0.6497 -3.9782
H 5.8890 -0.4751 -3.5933
H 5.5427 0.7305 -2.4134
H 3.5822 -0.7429 -1.6575
H 4.8598 -1.9156 -2.0306
H 2.5369 -2.1864 -3.4170
H 3.9729 -2.2854 -4.2743
H 3.4074 1.3500 -3.4334
H 4.4218 1.1609 -4.8501
C -0.3329 3.6679 3.0069
C -0.1635 2.8872 1.7502
C 0.4600 3.8753 0.8398
O 1.2730 4.7534 1.6372
C 1.0268 4.4034 3.0040
H -0.5053 3.0764 3.9072
H -1.1570 4.3649 2.8735
H -1.0902 2.5003 1.3179
H 0.4962 2.0566 1.8994
H -0.2361 4.5615 0.3326
H 1.1407 3.4508 0.0552
H 1.1428 5.3718 3.4661
H 1.8815 3.7554 3.3821
C -2.0912 5.1175 -3.2375
C -1.3429 3.9178 -2.6414
C -2.3756 3.3158 -1.7596
O -3.0473 4.4280 -1.1608
C -3.2503 5.3705 -2.2268
H -2.5615 4.8230 -4.1418
H -1.5490 6.0398 -3.3679
H -0.3785 4.2051 -2.2112
H -1.1688 3.1623 -3.4286
H -1.9785 2.6225 -1.0015
H -3.1203 2.7596 -2.3867
H -3.2554 6.3981 -1.8107
H -4.1652 5.3009 -2.7432
C -2.8646 -3.6501 0.6187
C -2.2223 -4.7460 1.4782
C -2.5233 -4.3095 2.9200
O -3.3103 -3.1488 2.8858
C -3.9752 -3.1406 1.5785
H -3.2882 -4.0430 -0.2936
H -2.1607 -2.8410 0.4765
H -1.1638 -4.8308 1.2694
H -2.6434 -5.7241 1.2749
H -1.5472 -4.0488 3.3764
H -2.9551 -5.0839 3.5564
H -4.1749 -2.0431 1.3884
H -4.8728 -3.7929 1.5581
C 1.4642 -4.7171 4.0448
C 2.1932 -3.3665 4.0386
C 2.9098 -3.3756 2.6891
O 2.9482 -4.7376 2.2443
C 2.3657 -5.5691 3.1848
H 0.3867 -4.6278 3.6705
H 1.4176 -5.1554 5.0350
H 2.7789 -3.3481 4.9496
H 1.6201 -2.4544 4.1815
H 3.9427 -3.0263 2.5940
H 2.2566 -2.8410 2.0076
H 3.1134 -6.0923 3.8052
H 1.8253 -6.3292 2.6698
C -4.2470 2.3788 3.9623
C -3.3430 2.0206 2.7993
C -3.9616 0.6515 2.2930
O -5.3500 0.9149 2.5306
C -5.4376 1.4002 3.8200
H -4.6593 3.3711 3.9871
H -3.6805 2.1916 4.8468
H -2.3310 1.8308 3.1399
H -3.3256 2.7610 2.0065
H -3.5943 -0.1568 2.9740
H -3.8301 0.3139 1.2748
H -5.4379 0.6516 4.5737
H -6.3645 1.9611 3.9157
C -0.6554 -1.7196 -2.8394
C -1.8750 -0.9823 -3.4310
C -2.6942 -2.1445 -4.0063
O -1.7325 -3.2228 -4.2569
C -0.4570 -2.7608 -3.8874
H -0.8376 -2.2182 -1.8955
H 0.1195 -0.9559 -2.7488
H -1.5375 -0.2488 -4.2094
H -2.5119 -0.4701 -2.7123
H -3.1085 -1.9181 -4.9856
H -3.4285 -2.5278 -3.2836
H 0.1303 -2.3034 -4.7379
H 0.1375 -3.6010 -3.4944
C -2.4472 -0.8005 7.7890
C -3.2486 -1.6679 6.8131
C -2.4727 -1.4775 5.5078
O -1.7133 -0.2787 5.6404
C -1.8924 0.3131 6.9023
H -1.5914 -1.3740 8.1851
H -3.0753 -0.4639 8.6394
H -4.3344 -1.4801 6.8212
H -3.0821 -2.7110 7.1660
H -3.2139 -1.4026 4.7209
H -1.7751 -2.2804 5.4159
H -2.5851 1.1600 6.7997
H -0.9279 0.7161 7.1892
*
```

---

[2]
C47H96N9O9V | ωB97M-V/def2-TZVPD

Output
E_HOMO (alpha / beta): -10.786 / -10.786 eV
gap between HOMO and LUMO (alpha / beta): 3.5267 / 4.2408 eV
expectation value of S²: 2.01
LUMO level (alpha / beta): -7.260 / -6.545 eV

```
! wB97M-V def2-TZVPD RIJCOSX def2/J DEFGRID3
* xyz 2 3
V -19.5187 -2.3446 -11.6902
C -22.1567 -4.4990 -14.4115
C -21.2079 -4.9656 -13.3035
C -20.2535 -6.0216 -13.8495
O -20.4658 -3.9007 -12.7730
H -22.3787 -5.3614 -15.0467
H -21.6638 -3.8015 -15.0883
H -23.0905 -4.1351 -13.9835
H -21.7091 -5.4198 -12.4339
H -20.8278 -6.7847 -14.3875
H -19.7446 -6.5589 -13.0431
H -19.5129 -5.5956 -14.5290
C -20.2225 -5.5116 -17.4928
C -21.0154 -5.4781 -18.8113
C -20.1914 -5.0024 -20.0081
C -18.9188 -5.6977 -20.2027
N -17.9156 -6.2304 -20.3436
H -19.3439 -6.1604 -17.5629
H -20.8679 -5.8020 -16.6695
H -19.7414 -4.5519 -17.2785
H -21.8388 -4.7732 -18.6647
H -21.5256 -6.4309 -18.9571
H -20.0077 -3.9272 -19.9488
H -20.7801 -5.0690 -20.9267
C -23.9017 -7.6810 -16.7477
C -22.9080 -8.7167 -16.1984
C -22.7439 -9.9241 -17.1165
C -23.8995 -10.8047 -17.2615
N -24.7947 -11.5128 -17.4004
H -23.4391 -7.1412 -17.5734
H -24.1790 -7.0166 -15.9316
H -24.8013 -8.1757 -17.1160
H -23.2543 -9.0278 -15.2069
H -21.9302 -8.2678 -16.0151
H -21.9299 -10.5936 -16.8244
H -22.4843 -9.5752 -18.1211
C -25.3380 -10.6961 -12.9622
O -24.0668 -10.1636 -12.6932
C -24.1336 -8.9967 -11.8952
C -22.7804 -8.4960 -11.4176
N -22.1164 -9.3324 -10.4349
C -20.7298 -8.9323 -10.2491
C -19.9386 -10.0565 -9.6064
O -20.0288 -11.2437 -10.3423
C -19.3669 -12.3380 -9.7745
H -25.8747 -11.0089 -12.0592
H -25.2746 -11.5760 -13.6010
H -25.9756 -9.9526 -13.4553
H -24.8108 -9.1064 -11.0401
H -24.5341 -8.2282 -12.5745
H -23.0813 -7.5312 -10.9995
H -22.1755 -8.2520 -12.3061
H -22.1732 -10.3040 -10.7154
H -20.6761 -7.9996 -9.6869
H -20.2581 -8.7534 -11.2331
H -20.2917 -10.2089 -8.5773
H -18.8795 -9.7584 -9.5726
H -19.6901 -12.5369 -8.7470
H -18.2764 -12.2368 -9.7907
H -19.6203 -13.2303 -10.3477
C -24.5751 -1.1473 -8.6424
O -23.6330 -0.9109 -9.6830
C -24.0249 -1.4630 -10.9364
C -22.7582 -2.0902 -11.5684
N -21.5250 -1.2944 -11.2474
C -21.4900 0.0334 -11.9525
C -21.1966 -0.2057 -13.4246
O -20.0607 -1.0766 -13.5253
C -19.7867 -1.3220 -14.8954
H -24.7165 -2.2116 -8.4501
H -25.5363 -0.6657 -8.8319
H -24.1631 -0.6513 -7.7644
H -24.4509 -0.6542 -11.5380
H -24.7768 -2.2423 -10.8096
H -22.8478 -2.4574 -12.5882
H -22.6625 -3.0039 -10.9714
H -21.9593 -0.9234 -10.3927
H -20.7467 0.7040 -11.5269
H -22.4812 0.4894 -11.8966
H -20.9364 0.7419 -13.9039
H -22.0568 -0.6617 -13.9182
H -20.6223 -1.7511 -15.4466
H -18.9447 -2.0123 -14.9662
H -19.4182 -0.3958 -15.3498
C -17.1544 -0.4887 -13.0498
O -17.6433 -1.7793 -12.6779
C -16.6353 -2.7788 -12.7785
C -17.2262 -4.0625 -12.1686
N -17.9114 -3.7271 -10.8978
C -18.5402 -4.9708 -10.3636
C -19.6251 -4.5707 -9.3801
O -20.2151 -3.2896 -9.7033
C -20.9385 -2.8214 -8.5754
H -17.9983 0.1948 -13.0212
H -16.8039 -0.4767 -14.0877
H -16.3183 -0.1965 -12.4138
H -15.7004 -2.5505 -12.2609
H -16.4144 -2.9673 -13.8316
H -16.3561 -4.7034 -11.9767
H -17.8114 -4.5961 -12.9138
H -17.1561 -3.5833 -10.2309
H -17.8124 -5.5983 -9.8440
H -18.9194 -5.5206 -11.2233
H -19.1637 -4.4271 -8.4012
H -20.4191 -5.3183 -9.3722
H -20.3588 -2.8694 -7.6513
H -21.8760 -3.3715 -8.4742
H -21.2089 -1.7761 -8.6995
C -19.5275 -15.2360 -18.2988
O -20.2906 -14.5229 -17.3378
C -21.1956 -15.3759 -16.6811
C -22.0787 -14.5087 -15.8081
N -21.3055 -13.6820 -14.8787
C -22.0104 -12.6565 -14.1520
C -21.0501 -11.5693 -13.7376
O -20.3550 -11.0291 -14.8237
C -19.4707 -9.9576 -14.4764
H -19.0027 -14.5003 -18.9046
H -20.0636 -15.9111 -18.9709
H -18.7791 -15.8556 -17.7906
H -20.7126 -16.1640 -16.0926
H -21.8482 -15.8923 -17.3920
H -22.7943 -15.1013 -15.2327
H -22.6670 -13.8666 -16.4790
H -20.5813 -13.2110 -15.4583
H -22.4484 -13.0472 -13.2215
H -22.9007 -12.2789 -14.6726
H -20.2930 -11.9675 -13.0398
H -21.5460 -10.8440 -13.0820
H -19.4131 -9.3093 -15.3505
H -18.5164 -10.4671 -14.3070
H -19.8147 -9.3598 -13.6301
N -25.6967 -4.0193 -17.6177
C -24.6377 -3.4176 -16.9775
C -24.1549 -2.4639 -17.8045
C -24.8321 -2.5280 -19.0281
C -25.8006 -3.4933 -18.8903
H -26.2986 -4.7056 -17.2065
H -24.3617 -3.6969 -15.9743
H -23.3359 -1.7839 -17.6128
H -24.6786 -1.8363 -19.8391
H -26.5244 -3.8626 -19.5966
N -26.0781 -6.1961 -9.4196
C -24.8516 -6.0412 -8.8262
C -24.0319 -5.3620 -9.6963
C -24.8004 -5.0908 -10.8500
C -26.0590 -5.6150 -10.6503
H -26.8497 -6.6943 -9.0174
H -24.7073 -6.4609 -7.8437
H -22.9946 -5.1201 -9.5378
H -24.3852 -4.5579 -11.6917
H -26.8949 -5.6742 -11.3271
N -15.4825 -9.0552 -16.2625
C -16.0302 -8.2926 -15.2531
C -16.6811 -7.2444 -15.8689
C -16.5998 -7.4336 -17.2569
C -15.8691 -8.5790 -17.4763
H -14.9217 -9.8729 -16.1119
H -15.8742 -8.5667 -14.2245
H -17.3067 -6.4660 -15.4560
H -17.0718 -6.8777 -18.0507
H -15.6769 -9.0814 -18.4089
*
```